# 1
Entry from the OMol25 dataset: a molecular structure, C23H25N2OTi at a distorted geometry (ωB97M-V with the def2-TZVPD basis set).

Geometry as ORCA input:
```
! wB97M-V def2-TZVPD RIJCOSX def2/J DEFGRID3
* xyz 1 1
C 1.90359 0.03815 3.32096
C 2.31871 -0.53237 2.09633
C 2.21161 0.47724 1.10236
H 2.70060 -1.52072 1.96724
C 1.64812 1.66915 1.70297
C 1.48425 1.44193 3.06622
H 1.40936 2.58405 1.20043
C -1.16708 -1.48010 3.26190
C -0.08614 -2.20070 2.63056
C -0.38186 -2.27773 1.26721
H 0.76275 -2.60632 3.14248
C -1.64779 -1.59275 1.02900
C -2.10709 -1.07391 2.26929
H 2.49732 0.37337 0.06661
H 0.98928 2.06119 3.80452
H 1.86096 -0.48950 4.29654
H -2.99124 -0.49292 2.43923
H 0.21178 -2.77080 0.51081
H -1.26524 -1.22621 4.35180
Ti 0.03306 -0.02511 1.68117
C -2.39963 -1.49555 -0.27315
C -3.77209 -2.11622 -0.10318
C -1.64840 -2.18568 -1.40607
H -3.68672 -3.10874 0.36266
H -4.26281 -2.23770 -1.07721
H -4.42304 -1.50052 0.53378
H -1.70773 -3.27655 -1.28777
H -0.58873 -1.90129 -1.44433
H -2.11088 -1.92535 -2.36782
C -2.57674 0.00783 -0.61087
C -1.30995 0.71908 -0.96212
H -3.03500 0.53909 0.24803
H -3.30599 0.09269 -1.45135
O -0.27044 0.56366 -0.15562
N -1.24947 1.47217 -2.01583
C -0.20860 2.54382 -2.27002
H -1.77201 1.16648 -2.81594
C 1.14116 2.01107 -2.58316
C 2.30367 2.64591 -2.09613
H 2.22715 3.53777 -1.46646
C 3.56126 2.15027 -2.41697
H 4.44789 2.65713 -2.03741
C 3.69006 1.01945 -3.22924
H 4.67557 0.63598 -3.48115
C 2.54758 0.39222 -3.71680
H 2.62792 -0.48675 -4.35162
C 1.28009 0.89776 -3.39559
H 0.39103 0.40231 -3.78676
H -0.19997 3.21420 -1.41851
H -0.61080 3.11153 -3.12355
N -0.03756 0.01288 5.09994
C -0.10175 0.08509 3.89255
*
```

Results
DFT total energy ... -52391.2490 eV

Mulliken charges, unit e, in atom order: atom 1 (C): -0.203, atom 2 (C): -0.836, atom 3 (C): -0.230, atom 4 (H): 0.561, atom 5 (C): -0.563, atom 6 (C): -0.600, atom 7 (H): 0.607, atom 8 (C): -0.005, atom 9 (C): -0.936, atom 10 (C): -0.212, atom 11 (H): 0.704, atom 12 (C): -0.268, atom 13 (C): -1.086, atom 14 (H): 0.491, atom 15 (H): 0.538, atom 16 (H): 0.652, atom 17 (H): 0.456, atom 18 (H): 0.536, atom 19 (H): 0.519, atom 20 (Ti): 0.643, atom 21 (C): 2.365, atom 22 (C): -1.816, atom 23 (C): -2.166, atom 24 (H): 0.407, atom 25 (H): 0.485, atom 26 (H): 0.350, atom 27 (H): 0.494, atom 28 (H): 0.331, atom 29 (H): 0.376, atom 30 (C): -1.073, atom 31 (C): 0.259, atom 32 (H): 0.371, atom 33 (H): 0.339, atom 34 (O): -0.383, atom 35 (N): -0.042, atom 36 (C): -1.264, atom 37 (H): 0.369, atom 38 (C): 0.864, atom 39 (C): -0.350, atom 40 (H): 0.399, atom 41 (C): -0.627, atom 42 (H): 0.391, atom 43 (C): -0.476, atom 44 (H): 0.408, atom 45 (C): -0.740, atom 46 (H): 0.412, atom 47 (C): -0.108, atom 48 (H): 0.342, atom 49 (H): 0.385, atom 50 (H): 0.389, atom 51 (N): -0.834, atom 52 (C): 0.373

# 2
Entry from the OMol25 dataset: 12 unconnected molecules or ions with the total composition C4H29NO13 at a distorted geometry (ωB97M-V with the def2-TZVPD basis set).

Geometry as ORCA input:
```
! wB97M-V def2-TZVPD RIJCOSX def2/J DEFGRID3
* xyz 1 2
C -0.46883 -1.70014 1.01883
N -1.71941 -1.73272 0.45127
C -1.75417 -2.37699 -0.85434
C -2.79470 -1.16414 1.26510
C -2.39738 -0.70263 2.72845
O -2.53624 0.43310 3.06772
O -0.29889 -0.93556 1.96973
H 0.39721 -2.03328 0.40624
H -1.33181 -3.39755 -0.81585
H -2.74492 -2.43055 -1.32690
H -1.10578 -1.78434 -1.56837
H -3.56564 -1.86116 1.63686
H -3.23722 -0.36760 0.64144
H -2.30370 -1.51394 3.47975
H -1.93370 -1.05776 -3.54648
H -1.67088 0.41611 -3.24085
O -2.07152 -0.38044 -2.87651
H 2.94975 0.87691 1.41649
H 4.05756 1.66976 0.98490
O 3.69030 0.79570 0.79559
H 2.86015 0.18221 -2.15294
H 3.57793 -0.30595 -0.79450
O 3.03445 -0.54248 -1.55484
H 2.78603 -2.17072 -0.80925
H 3.25533 -2.60032 0.60748
O 2.72966 -2.87683 -0.14890
H -3.11672 2.82496 1.56046
H -2.36872 1.58436 1.78655
O -2.38031 2.33840 1.16707
H 0.74522 3.09145 0.24185
H -0.76612 3.14519 0.52386
O -0.05048 3.65898 0.06793
H 0.42378 3.37102 -1.53400
H 1.21462 3.47297 -2.82626
O 0.66800 2.84905 -2.34012
H 1.02340 0.13203 3.91298
H 0.35861 1.30555 3.31758
O 1.24425 0.97106 3.49250
H 1.54144 0.70624 -0.15926
H 0.45148 0.89837 1.10076
O 1.15144 1.23980 0.54868
H 0.51181 1.18311 -2.34760
H 0.78748 0.21646 -3.46091
O 0.46718 0.22670 -2.55104
H 1.58528 -2.13443 -3.38870
H 0.17928 -1.61815 -3.46366
O 0.80104 -2.16831 -3.94740
*
```

Results
DFT total energy ... -32716.2489 eV
Expectation value of S² ... 0.77
Energy relative to the best compared isomer or geometry (same formula, charge and spin) ... 0.000 eV

Mulliken charges, unit e, in atom order: atom 1 (C): -0.217, atom 2 (N): 0.421, atom 3 (C): -0.758, atom 4 (C): -0.613, atom 5 (C): 0.032, atom 6 (O): -0.505, atom 7 (O): -0.427, atom 8 (H): 0.629, atom 9 (H): 0.389, atom 10 (H): 0.389, atom 11 (H): 0.296, atom 12 (H): 0.341, atom 13 (H): 0.511, atom 14 (H): 0.402, atom 15 (H): 0.330, atom 16 (H): 0.298, atom 17 (O): -0.602, atom 18 (H): 0.324, atom 19 (H): 0.303, atom 20 (O): -0.646, atom 21 (H): 0.245, atom 22 (H): 0.277, atom 23 (O): -0.589, atom 24 (H): 0.402, atom 25 (H): 0.303, atom 26 (O): -0.689, atom 27 (H): 0.311, atom 28 (H): 0.361, atom 29 (O): -0.665, atom 30 (H): 0.395, atom 31 (H): 0.350, atom 32 (O): -0.810, atom 33 (H): 0.418, atom 34 (H): 0.271, atom 35 (O): -0.643, atom 36 (H): 0.305, atom 37 (H): 0.299, atom 38 (O): -0.588, atom 39 (H): 0.279, atom 40 (H): 0.225, atom 41 (O): -0.379, atom 42 (H): 0.279, atom 43 (H): 0.379, atom 44 (O): -0.573, atom 45 (H): 0.357, atom 46 (H): 0.250, atom 47 (O): -0.666

# 3
Entry from the OMol25 dataset: 8 unconnected molecules or ions with the total composition C40H36Cl4F6O (ωB97M-V with the def2-TZVPD basis set).

Geometry as ORCA input:
```
! wB97M-V def2-TZVPD RIJCOSX def2/J DEFGRID3
* xyz 0 1
Cl -1.70527 1.55838 -1.62046
C -0.43768 1.02985 -0.50742
Cl -0.70406 -0.63609 -0.03539
Cl 1.14641 1.28383 -1.25565
Cl -0.50815 2.04243 0.95448
F -7.37018 -0.21444 -2.03548
C -6.23705 -0.88943 -1.73156
C -5.37445 -0.34377 -0.81410
C -4.18274 -1.01034 -0.56225
C -3.90211 -2.21980 -1.17676
C -4.80558 -2.74613 -2.08806
C -6.00098 -2.09379 -2.36013
H -5.54737 0.63451 -0.38865
H -3.49944 -0.55886 0.14191
H -2.98750 -2.76274 -0.97440
H -4.56722 -3.65201 -2.63227
H -6.69071 -2.47064 -3.10150
F -2.61530 -1.74034 2.24562
C -1.94509 -1.91517 3.40572
C -2.65735 -1.96700 4.58632
C -1.97522 -2.25182 5.75980
C -0.60428 -2.47508 5.74393
C 0.09784 -2.40537 4.55106
C -0.57666 -2.10058 3.38033
H -3.73115 -1.82676 4.58246
H -2.50839 -2.30684 6.69952
H -0.09527 -2.73974 6.66215
H 1.15036 -2.63781 4.46929
H -0.06329 -2.05473 2.42749
F 0.81901 2.47506 3.94442
C 0.71761 3.76883 4.29398
C 1.67483 4.33908 5.09924
C 1.59177 5.69748 5.38551
C 0.57069 6.46336 4.85462
C -0.39941 5.85782 4.05942
C -0.32886 4.50773 3.77342
H 2.48119 3.76024 5.53035
H 2.32265 6.14368 6.04662
H 0.51387 7.53380 5.00122
H -1.18650 6.45660 3.61862
H -1.04272 4.00833 3.12971
F -0.60816 -8.20073 1.20900
C -0.55404 -6.93763 0.75203
C 0.43325 -6.59523 -0.14792
C 0.48539 -5.29819 -0.63419
C -0.40986 -4.34498 -0.16216
C -1.37155 -4.70151 0.78256
C -1.44375 -6.00441 1.24737
H 1.08284 -7.38898 -0.49837
H 1.16059 -5.00837 -1.43013
H -0.35755 -3.32231 -0.51240
H -1.97370 -3.94950 1.27738
H -2.15478 -6.26282 2.02138
F -2.90278 -2.01354 -5.39424
C -1.70906 -1.64528 -4.89758
C -1.11447 -0.49726 -5.37899
C 0.12769 -0.13512 -4.90073
C 0.76029 -0.89696 -3.92887
C 0.13871 -2.03731 -3.44413
C -1.07751 -2.44860 -3.96996
H -1.64233 0.10161 -6.11047
H 0.63060 0.71835 -5.33848
H 1.74270 -0.60598 -3.58362
H 0.66311 -2.70324 -2.77127
H -1.53698 -3.39192 -3.69768
F 7.38186 -1.23089 -4.40327
C 6.28228 -0.50183 -4.13922
C 6.14555 0.08389 -2.90167
C 5.05073 0.89291 -2.65369
C 4.05307 1.00430 -3.61296
C 4.21632 0.43973 -4.86508
C 5.34382 -0.31269 -5.12893
H 6.90120 -0.05946 -2.13877
H 4.97565 1.43181 -1.71909
H 3.15429 1.57142 -3.39462
H 3.48452 0.62546 -5.63848
H 5.48282 -0.74203 -6.11408
C 2.66851 6.91501 1.22701
C 2.47800 5.69131 0.34229
C 1.14446 4.98931 0.40368
O 3.38317 5.25902 -0.32062
H 2.20207 7.79462 0.78096
H 3.73642 7.08734 1.33045
H 2.21137 6.72317 2.20003
H 0.92105 4.58351 1.38732
H 1.22650 4.12563 -0.25731
H 0.35145 5.65660 0.06441
*
```

Results
DFT total energy ... -110505.3816 eV
Energy relative to the best compared isomer or geometry (same formula, charge and spin) ... 0.000 eV
Structure (SMILES) ... ClC(Cl)(Cl)Cl.Fc1ccccc1.Fc1ccccc1.Fc1ccccc1.Fc1ccccc1.Fc1ccccc1.Fc1ccccc1.CC(C)=O

Mulliken charges, unit e, in atom order: atom 1 (Cl): -0.124, atom 2 (C): -0.064, atom 3 (Cl): 0.128, atom 4 (Cl): -0.011, atom 5 (Cl): -0.015, atom 6 (F): -0.335, atom 7 (C): 0.458, atom 8 (C): -0.842, atom 9 (C): -0.157, atom 10 (C): -0.177, atom 11 (C): -0.439, atom 12 (C): -0.606, atom 13 (H): 0.423, atom 14 (H): 0.506, atom 15 (H): 0.381, atom 16 (H): 0.394, atom 17 (H): 0.412, atom 18 (F): -0.084, atom 19 (C): 0.423, atom 20 (C): -0.613, atom 21 (C): -0.338, atom 22 (C): -0.540, atom 23 (C): -0.704, atom 24 (C): -0.012, atom 25 (H): 0.429, atom 26 (H): 0.381, atom 27 (H): 0.389, atom 28 (H): 0.402, atom 29 (H): 0.316, atom 30 (F): -0.287, atom 31 (C): 0.594, atom 32 (C): -0.588, atom 33 (C): -0.300, atom 34 (C): -0.676, atom 35 (C): -0.218, atom 36 (C): -0.553, atom 37 (H): 0.438, atom 38 (H): 0.375, atom 39 (H): 0.405, atom 40 (H): 0.370, atom 41 (H): 0.448, atom 42 (F): -0.324, atom 43 (C): 0.390, atom 44 (C): -0.457, atom 45 (C): -0.604, atom 46 (C): 0.183, atom 47 (C): -0.035, atom 48 (C): -0.723, atom 49 (H): 0.411, atom 50 (H): 0.391, atom 51 (H): -0.070, atom 52 (H): 0.393, atom 53 (H): 0.440, atom 54 (F): -0.351, atom 55 (C): 0.329, atom 56 (C): -0.654, atom 57 (C): -0.148, atom 58 (C): -0.516, atom 59 (C): -0.297, atom 60 (C): -0.451, atom 61 (H): 0.441, atom 62 (H): 0.356, atom 63 (H): 0.414, atom 64 (H): 0.356, atom 65 (H): 0.500, atom 66 (F): -0.323, atom 67 (C): 0.259, atom 68 (C): -0.328, atom 69 (C): -0.612, atom 70 (C): -0.377, atom 71 (C): -0.437, atom 72 (C): -0.363, atom 73 (H): 0.413, atom 74 (H): 0.423, atom 75 (H): 0.563, atom 76 (H): 0.390, atom 77 (H): 0.412, atom 78 (C): -0.875, atom 79 (C): 0.672, atom 80 (C): -0.193, atom 81 (O): -0.567, atom 82 (H): 0.309, atom 83 (H): 0.323, atom 84 (H): 0.098, atom 85 (H): -0.111, atom 86 (H): -0.006, atom 87 (H): 0.366

Which of these has the lowest DFT total energy?
C40H36Cl4F6O